C42H30N6O7Sn as an isolated structure, computed with the ωB97M-V functional and the def2-TZVPD basis.

Summary:
ΔE to the lowest compared entry with this formula, charge and spin in kJ/mol: 250.15
E_LUMO in eV: -8.4
Net charge: +2
Total energy in a.u.: -2687.35715

Structure (XYZ):
```
86
Properties=species:S:1:pos:R:3:forces:R:3:mulliken_charge:R:1
Sn 0.019 -0.486 0.753 1.8577 -1.7120 -0.8583 1.2554
O 2.932 -4.103 7.406 0.0872 -0.3547 0.4043 -0.6099
N 3.186 -3.127 6.749 -0.2627 -0.2647 -0.0724 1.0626
O 4.087 -2.356 6.963 0.4333 0.3467 0.1963 -0.6244
C 2.301 -2.876 5.602 -0.9800 -0.4023 -0.5140 -0.6759
C 1.224 -3.701 5.495 0.5823 0.2061 0.3537 -0.4011
C 0.271 -3.546 4.456 -0.0499 0.4439 -0.5359 0.9126
C -0.879 -4.349 4.363 -0.0755 0.1931 -0.2534 -0.6625
C -1.787 -4.102 3.360 0.1207 -0.0581 0.1453 -1.0848
C -1.510 -3.080 2.449 -0.1509 -0.0412 -0.1030 -0.2120
N -0.424 -2.337 2.500 -0.0105 0.4595 -0.4252 0.2415
C 0.460 -2.533 3.490 -0.0301 -0.5535 0.5114 -0.4325
C 1.616 -1.682 3.575 0.3223 -0.2075 0.5519 -0.0590
N 1.762 -0.749 2.621 -0.2746 0.2082 -0.4274 0.1610
C 2.794 0.068 2.663 0.1221 0.1194 -0.0908 -0.2546
C 3.749 0.014 3.677 -0.0728 -0.2096 0.1727 -0.9814
C 3.624 -0.932 4.668 0.1482 0.3444 -0.2289 -0.4743
C 2.539 -1.830 4.644 -0.0743 0.2040 -0.3217 0.7447
H 1.082 -4.484 6.228 0.0422 0.0509 -0.0016 0.6061
H -1.040 -5.136 5.085 -0.0345 -0.0665 0.0620 0.5303
H -2.696 -4.676 3.266 -0.0169 -0.0408 -0.0207 0.4671
H -2.203 -2.845 1.646 -0.0164 -0.1427 0.0426 0.4932
H 2.872 0.793 1.858 0.0425 -0.0556 0.0299 0.5155
H 4.576 0.707 3.689 0.0272 0.0327 -0.0600 0.4401
H 4.351 -0.980 5.463 -0.0576 -0.0140 -0.1107 0.6200
C 1.791 7.261 -3.790 0.2792 0.2523 -0.9407 -0.8349
O 1.440 6.880 -2.472 -1.0306 -0.0971 0.9585 -0.3456
C 0.194 6.853 -2.044 0.4607 -0.2056 -0.0589 0.8462
C 0.044 6.399 -0.711 -0.0536 -0.2526 0.4535 -0.8112
C -1.186 6.217 -0.169 0.5526 0.0312 -0.0336 -0.0607
C -2.348 6.510 -0.930 0.0450 -0.0059 1.2282 -0.0901
C -2.206 7.059 -2.221 0.1466 0.2790 -0.3332 -0.3558
C -0.961 7.198 -2.778 -0.2629 0.1451 -0.3784 -0.3770
N -3.570 6.221 -0.461 -0.5221 0.0179 -2.1888 -0.5130
N -3.855 5.480 0.471 0.9624 -0.6868 1.5927 -0.1094
C -3.494 4.272 0.820 -0.2229 1.0384 -1.1152 0.2014
C -3.669 3.825 2.158 0.3070 -0.8364 1.4212 -0.6579
C -3.024 2.721 2.613 -0.9558 1.1871 0.4200 -0.7429
C -2.170 1.936 1.767 1.2560 -1.4275 0.2151 0.4610
O -1.431 1.040 2.205 -1.2212 1.2832 0.0183 -0.4286
C -2.223 2.230 0.329 -0.1664 0.4867 -1.1932 0.4964
N -1.623 1.367 -0.497 -0.1753 0.2312 0.3606 -0.2439
C -1.692 1.554 -1.800 -0.0816 -0.0149 -0.2483 -0.2706
C -2.406 2.609 -2.366 -0.0213 0.0672 0.1195 -1.1439
C -3.015 3.518 -1.531 0.0420 -0.1291 0.0763 -0.3727
C -2.903 3.361 -0.145 0.2476 -0.8393 -0.5683 0.5216
H 2.875 7.178 -3.826 -0.1546 0.0210 -0.0390 0.2516
H 1.502 8.290 -4.010 -0.0428 -0.0326 0.1380 0.3743
H 1.349 6.584 -4.524 -0.0107 0.0038 0.1040 0.3758
H 0.941 6.186 -0.154 0.1422 -0.0018 0.1011 0.4930
H -1.289 5.878 0.850 0.0384 -0.0142 0.1402 0.5177
H -3.096 7.301 -2.781 -0.0590 0.0994 -0.0576 0.5323
H -0.871 7.573 -3.786 0.0118 0.0181 -0.0990 0.4896
H -4.248 4.442 2.826 -0.1240 0.0552 0.0996 0.4845
H -3.092 2.417 3.645 -0.0239 0.0430 0.1369 0.5045
H -1.189 0.821 -2.419 0.0369 -0.0452 -0.0727 0.5843
H -2.489 2.700 -3.437 0.0077 -0.0271 -0.1291 0.5075
H -3.602 4.324 -1.945 -0.0589 0.0342 -0.0598 0.7811
O -0.375 -2.358 -1.065 -0.4914 0.2626 0.6828 -0.0941
C 0.671 -2.801 -1.939 2.0958 1.3525 -0.1569 2.7165
C 1.978 -1.841 -1.672 -2.3779 -2.1505 -1.4443 0.2898
O 2.899 -2.030 -2.413 1.2402 0.1842 -0.2744 -0.6693
O 1.818 -1.058 -0.721 -0.4666 2.3120 2.7889 -0.6419
C 0.176 -2.626 -3.357 -0.5001 -0.2464 -0.0503 -0.4639
C -1.091 -3.154 -3.631 0.4173 -0.0140 -0.1846 -0.5746
C -1.723 -2.890 -4.829 -0.2523 -0.0185 0.0095 -0.8870
C -1.118 -2.075 -5.773 0.1048 0.0047 -0.0224 -0.4723
C 0.164 -1.604 -5.541 -0.2816 0.0493 -0.0276 -0.8322
C 0.808 -1.878 -4.345 0.1735 0.0105 0.1658 -0.4103
C 1.177 -4.133 -1.490 -0.3908 -0.7162 -0.0242 -0.7855
C 1.542 -5.141 -2.382 -0.2983 0.3687 0.3241 -0.3630
C 1.982 -6.356 -1.890 0.1213 -0.1124 0.1338 -0.9324
C 2.088 -6.568 -0.523 -0.0030 0.0219 -0.0308 -0.6073
C 1.739 -5.562 0.368 0.1388 -0.2253 -0.0925 -0.7446
C 1.290 -4.352 -0.113 -0.1114 0.2054 -0.2360 0.2330
H -0.982 -3.104 -0.984 -0.1461 0.0376 0.1127 0.3413
H -1.567 -3.806 -2.910 -0.1222 -0.0363 0.0414 0.2996
H -2.696 -3.315 -5.020 -0.1203 -0.0129 -0.0501 0.4100
H -1.639 -1.816 -6.682 -0.0205 -0.0808 -0.1573 0.4549
H 0.656 -0.997 -6.286 0.0872 0.0245 -0.0739 0.4471
H 1.809 -1.508 -4.189 -0.0035 0.0058 0.0646 0.5751
H 1.454 -4.974 -3.444 0.0146 0.0221 -0.1007 0.5274
H 2.237 -7.144 -2.580 0.0909 -0.1026 -0.0591 0.4167
H 2.454 -7.511 -0.151 0.0005 -0.1536 0.0333 0.4186
H 1.823 -5.725 1.432 0.0468 -0.0383 0.1269 0.4740
H 1.035 -3.549 0.571 0.0268 -0.1176 -0.0122 0.2320
```
Forces are in eV/Å.


A 2-piece molecular cluster, C2H6NO3 overall, computed with the ωB97M-V functional and the def2-TZVPD basis.

Summary:
<S²>: 0.756
ΔE to the lowest compared entry with this formula, charge and spin in kJ/mol: 40.01
E_LUMO (alpha / beta) in eV: 0.2 / -3.4
Spin multiplicity: 2
Total energy in a.u.: -360.20107

Structure (XYZ):
```
12
Properties=species:S:1:pos:R:3:forces:R:3:mulliken_charge:R:1
O 1.958 -0.523 -1.214 0.3767 -0.0519 0.2210 -0.3441
C 2.217 -0.159 0.012 -1.3729 0.3773 -0.2010 0.6525
O 3.354 -0.302 0.379 0.8470 -0.3298 -0.0576 -0.4637
C 1.085 0.409 0.830 -0.0982 0.3602 -0.4030 -0.2469
N 0.076 1.119 0.011 0.0465 -0.9428 -0.3549 -0.6158
H 1.549 1.114 1.509 0.0333 -0.0390 0.3922 0.2498
H 0.634 -0.420 1.379 0.1988 -0.0052 0.1947 0.2360
H 0.171 0.796 -0.955 0.0604 0.3515 0.1128 0.2800
H -0.831 0.751 0.276 -0.0893 0.2813 0.1119 0.2510
H -3.496 -0.172 -0.935 -0.2131 -0.2395 0.0050 0.3208
H -2.943 -1.534 -0.546 -0.2800 -0.0030 -0.0664 0.3141
O -3.774 -1.080 -0.746 0.4907 0.2408 0.0452 -0.6339
```
Forces are in eV/Å.


C28H42N4O4RuSSb2 as an isolated structure, computed with the ωB97M-V functional and the def2-TZVPD basis.

Summary:
<S²>: 1.235
ΔE to the lowest compared entry with this formula, charge and spin in kJ/mol: 444.05
E_LUMO (alpha / beta) in eV: -4.8 / -4.7
Net charge: +1
Spin multiplicity: 2
Total energy in a.u.: -2585.36441

Structure (XYZ):
```
82
Properties=species:S:1:pos:R:3:forces:R:3:mulliken_charge:R:1
Ru -0.675 0.273 -0.115 -1.4927 -1.5218 1.2230 0.9226
C 4.752 -5.188 -0.913 -0.0470 -0.0123 -0.0463 -1.5445
C 3.415 -4.519 -1.075 0.0368 0.0052 0.0235 0.9280
C 3.091 -3.878 -2.275 0.0099 -0.0325 -0.0148 -0.9173
C 1.875 -3.242 -2.439 -0.0943 -0.0143 0.0364 -0.4141
C 0.959 -3.244 -1.386 0.0982 0.0998 0.0062 -0.2542
C 1.249 -3.897 -0.195 -0.0574 -0.0787 -0.1029 -0.2751
C 2.475 -4.529 -0.049 -0.0183 -0.0423 -0.0189 -0.7839
S -0.543 -2.322 -1.556 -0.1903 0.0042 -0.1707 1.1485
O -0.093 -1.043 -2.172 0.1262 -0.0108 -0.3249 -0.7830
O -1.511 -3.047 -2.325 -0.0047 -0.1134 0.1025 -0.7143
N -0.960 -1.919 -0.094 0.1037 0.5414 -0.6977 0.2286
C -2.271 -2.258 0.453 0.3070 0.1033 0.3523 -1.0358
C -2.767 -1.002 1.154 -0.1580 -0.3388 -0.1085 0.4870
O -3.953 -0.812 1.281 0.0881 0.0895 0.4019 -0.6834
O -1.793 -0.222 1.599 0.3336 0.8905 -0.6294 -0.3654
H 4.830 -6.049 -1.578 -0.0075 0.0039 0.0145 0.3569
H 4.903 -5.534 0.108 0.0059 0.0083 -0.0103 0.3673
H 5.561 -4.505 -1.174 -0.0004 -0.0090 0.0211 0.3634
H 3.804 -3.885 -3.091 -0.0067 0.0247 0.0240 0.4253
H 1.628 -2.742 -3.367 0.0390 0.0126 0.0213 0.5486
H 0.523 -3.902 0.607 0.0293 0.0327 0.0054 0.4217
H 2.701 -5.043 0.878 0.0104 0.0223 -0.0076 0.3961
H -2.181 -3.028 1.226 -0.0622 -0.1103 -0.0990 0.3576
H -3.000 -2.576 -0.288 0.0704 -0.0310 -0.1146 0.3903
C -0.332 4.174 0.695 0.0186 -0.0587 0.0168 -1.1952
Sb 0.304 2.221 1.271 -0.2311 0.6047 0.2657 0.5951
C -0.423 2.074 3.258 -0.0943 -0.0459 -0.1081 -1.4184
C 2.347 2.805 1.733 -0.0146 -0.2620 -0.1066 -1.6154
C 3.036 1.873 2.681 -0.0563 0.0180 0.0243 0.9721
C 3.032 2.161 4.046 0.0109 0.0340 -0.0336 -0.6176
C 3.608 1.304 4.969 -0.0029 0.0000 0.0099 -0.6436
C 4.208 0.131 4.533 -0.0334 -0.0026 0.0148 -0.7806
C 4.239 -0.156 3.179 0.0386 0.0059 -0.0505 -0.6092
C 3.665 0.699 2.240 0.1233 0.0597 -0.0087 0.5829
C 3.704 0.341 0.794 -0.3741 0.0641 0.1071 -1.4753
Sb 1.808 -0.471 0.047 0.5006 1.2342 0.9179 0.4480
C 1.331 -1.401 2.080 0.2296 -0.8530 -0.3395 -1.0752
C 2.041 0.936 -1.752 0.1845 -0.9549 -0.3773 -1.2436
H -0.066 4.869 1.491 -0.0009 0.0057 -0.0274 0.4399
H -1.409 4.186 0.544 0.0170 0.0128 -0.0262 0.2745
H 0.166 4.465 -0.228 -0.0115 0.0106 -0.0049 0.3694
H 0.376 1.729 3.910 0.0044 0.0024 0.0156 0.5078
H -1.243 1.359 3.260 0.0020 0.0126 0.0149 0.3010
H -0.772 3.054 3.580 0.0440 0.0043 0.0186 0.4726
H 2.214 3.788 2.184 0.0257 0.0166 -0.0330 0.7662
H 2.889 2.926 0.795 -0.0067 0.0667 -0.0007 0.5830
H 2.578 3.087 4.383 -0.0109 -0.0301 0.0180 0.4427
H 3.597 1.555 6.021 -0.0110 -0.0122 -0.0102 0.4224
H 4.655 -0.552 5.243 0.0202 0.0152 -0.0105 0.4283
H 4.719 -1.064 2.831 0.0168 0.0216 0.0274 0.4329
H 4.429 -0.453 0.605 -0.0046 0.0303 -0.0214 0.7775
H 3.937 1.184 0.144 0.0610 -0.0265 0.0165 0.4638
H 2.032 -2.212 2.259 -0.0092 0.0018 0.0627 0.4473
H 0.299 -1.717 2.003 -0.0121 0.0211 -0.1078 0.2521
H 1.477 -0.574 2.769 0.0659 0.1274 -0.1793 0.4438
H 2.962 0.633 -2.242 0.0217 0.0806 -0.0540 0.4260
H 2.110 1.927 -1.316 0.0569 -0.0732 0.2202 0.4146
H 1.187 0.816 -2.405 0.0009 0.0224 -0.0398 0.4609
C -4.238 0.840 -4.452 0.0302 0.0070 0.0411 -0.7255
C -3.194 -0.167 -4.030 0.0147 0.0391 0.0016 -0.6051
N -2.528 0.315 -2.826 -0.0990 -0.0976 -0.0246 0.1041
C -3.123 1.033 -1.853 0.0379 0.2256 -0.0497 -0.0484
N -2.471 1.242 -0.709 0.3410 -0.0042 0.0821 0.6817
C -3.210 1.952 0.346 -0.0868 0.1301 -0.2099 -0.9667
C -4.019 3.092 -0.237 0.1397 -0.0886 -0.0118 -0.9527
C -5.011 2.488 -1.203 0.0058 0.0273 0.0060 -0.8493
N -4.340 1.561 -2.111 -0.0735 -0.0099 0.0076 0.2696
C -5.131 1.113 -3.258 0.0519 -0.0209 -0.0464 -0.6340
H -4.826 0.456 -5.284 -0.0084 0.0045 0.0009 0.3960
H -3.755 1.768 -4.766 -0.0201 -0.0058 -0.0354 0.2891
H -2.437 -0.304 -4.800 0.0251 0.0077 0.0088 0.4038
H -3.656 -1.141 -3.846 0.0133 -0.0189 0.0159 0.3088
H -1.673 -0.162 -2.578 0.0379 0.0404 -0.0010 -0.1210
H -2.501 2.310 1.086 0.0063 -0.0049 0.0323 0.1367
H -3.878 1.260 0.859 0.0532 0.0097 0.0667 0.4460
H -3.365 3.795 -0.762 -0.0359 0.0376 0.0130 0.3667
H -4.546 3.625 0.554 -0.0148 0.0440 -0.0333 0.4163
H -5.477 3.263 -1.813 -0.0463 -0.0202 -0.0189 0.5090
H -5.802 1.965 -0.657 -0.0091 -0.0170 -0.0087 0.3329
H -5.848 1.898 -3.490 -0.0138 0.0220 0.0519 0.3457
H -5.694 0.213 -2.992 -0.0374 0.0162 0.0141 0.2750
```
Forces are in eV/Å.


C27H23BrIN4O5PtS as an isolated structure, computed with the ωB97M-V functional and the def2-TZVPD basis.

Summary:
ΔE to the lowest compared entry with this formula, charge and spin in kJ/mol: 74.52
E_LUMO in eV: -5.5
Net charge: +1
Total energy in a.u.: -5026.79241

Structure (XYZ):
```
63
Properties=species:S:1:pos:R:3:forces:R:3:mulliken_charge:R:1
Pt 0.753 -0.599 1.407 0.4540 -0.2969 0.0176 1.9117
O 2.336 -0.776 5.032 -0.0745 0.1324 0.0249 -0.5807
C 1.639 -0.126 4.314 0.1442 -0.1409 -0.1763 -0.3107
O 1.861 -0.170 2.962 -0.0641 -0.0244 0.0901 -0.2109
C 0.546 0.802 4.779 -0.0939 -0.0080 0.0869 -0.0036
C 0.548 2.163 4.059 0.0284 0.0360 0.0061 -0.0464
C -0.338 3.145 4.830 0.0165 0.0251 0.0272 -0.9356
C -1.751 2.622 4.471 -0.0471 -0.0271 0.0332 -1.0078
C -1.412 1.441 3.555 -0.0341 -0.0345 -0.0159 0.2133
O -0.227 1.902 2.884 -0.0294 -0.0488 -0.0988 -0.5315
C -0.894 0.278 4.419 0.1841 -0.0243 -0.0443 0.2007
C -0.850 -1.099 3.782 -0.1448 -0.3799 -0.1749 -0.5207
O -0.912 -2.110 4.422 -0.0356 0.2693 0.1000 -0.5804
O -0.806 -1.208 2.420 -0.1661 0.2849 0.0542 -0.6658
H 0.685 0.916 5.851 -0.0712 -0.0733 0.0093 0.6394
H 1.533 2.530 3.784 -0.0079 0.0001 -0.0307 0.5853
H -0.184 4.157 4.459 0.0007 -0.0071 0.0112 0.3294
H -0.129 3.141 5.899 -0.0107 -0.0099 0.0030 0.3823
H -2.326 3.371 3.929 0.0107 -0.0084 -0.0083 0.3216
H -2.332 2.313 5.338 0.0028 0.0148 0.0081 0.3940
H -2.173 1.169 2.829 0.0363 -0.0061 -0.0370 0.5664
H -1.496 0.138 5.315 0.0930 0.0727 0.0484 0.6280
S -0.316 0.980 0.217 -0.1921 0.1349 -0.0415 -0.2811
C -0.922 -0.074 -1.084 0.1006 -0.0062 0.2169 -0.1081
N -1.556 0.341 -2.141 0.0234 -0.1451 0.0098 -0.3390
N -1.755 1.603 -2.311 0.0734 0.0207 0.1556 0.3364
C -2.419 2.102 -3.450 -0.1102 0.0722 -0.1941 0.7358
C -2.951 1.243 -4.404 0.0091 0.1002 0.0152 -0.3044
C -3.592 1.793 -5.502 -0.0089 -0.0171 -0.0100 -0.5450
C -3.701 3.170 -5.645 -0.0021 0.0219 -0.0089 -0.5483
C -3.166 4.012 -4.681 -0.0144 0.0101 -0.0240 -0.5842
C -2.521 3.482 -3.576 -0.0213 -0.0850 -0.0182 -0.5257
N -0.711 -1.407 -0.998 -0.1651 0.1443 -0.2983 -0.4544
N 0.003 -1.791 -0.050 -0.0392 0.1346 0.2299 0.2371
C 0.196 -3.195 0.120 0.1094 -0.0832 0.0246 0.8753
C -0.512 -4.094 -0.676 0.0822 -0.0787 0.1203 -0.3777
C -0.306 -5.448 -0.487 -0.0175 -0.0025 -0.0308 -0.6557
C 0.583 -5.902 0.480 0.0088 -0.0140 0.0114 -0.5203
C 1.277 -4.997 1.267 0.0154 0.0061 0.0274 -0.9978
C 1.092 -3.636 1.089 -0.1191 -0.1173 -0.1242 -0.3422
H -1.418 2.287 -1.640 0.0158 -0.0084 0.0142 0.2666
H -2.869 0.173 -4.284 0.0109 -0.0040 0.0142 0.4155
H -4.015 1.137 -6.251 0.0070 0.0059 0.0082 0.3792
H -4.205 3.586 -6.508 0.0014 -0.0027 0.0099 0.3895
H -3.251 5.085 -4.786 0.0003 -0.0055 -0.0014 0.3738
H -2.104 4.138 -2.820 0.0121 -0.0123 0.0057 0.3455
H -1.211 -3.739 -1.417 -0.0077 0.0423 0.0004 0.4511
H -0.851 -6.155 -1.098 0.0065 0.0013 0.0119 0.3919
H 0.728 -6.964 0.623 0.0000 0.0046 -0.0016 0.4082
H 1.964 -5.343 2.027 -0.0043 -0.0116 -0.0105 0.4239
H 1.651 -2.956 1.721 0.0236 0.0217 0.0130 0.3548
Br 6.196 -0.242 -1.120 0.0154 0.0016 -0.0273 -0.1986
C 4.645 -0.271 -2.191 0.0038 0.0000 0.0598 -0.0255
C 4.775 -0.288 -3.572 0.0119 -0.0023 0.0232 -0.4493
C 3.645 -0.310 -4.372 -0.0200 -0.0022 -0.0096 -0.6593
C 2.382 -0.309 -3.799 0.0088 -0.0016 -0.0478 -0.5682
C 2.246 -0.286 -2.421 -0.0137 0.0124 0.1055 0.5220
C 3.378 -0.271 -1.624 0.0082 -0.0449 -0.0180 -0.1942
I 3.240 -0.243 0.474 -0.0256 0.1509 -0.1266 0.4543
H 5.764 -0.287 -4.011 -0.0069 0.0000 0.0049 0.4076
H 3.755 -0.326 -5.448 -0.0018 -0.0004 0.0041 0.3961
H 1.497 -0.325 -4.421 0.0043 0.0027 0.0088 0.4688
H 1.265 -0.273 -1.975 0.0260 0.0111 -0.0362 0.2675
```
Forces are in eV/Å.